48
Properties=species:S:1:pos:R:3:forces:R:3 method="wB97M-V/def2-TZVPD" de_lowest_kcal_mol=23.15 multiplicity=3 homo_ha="-0.09044 / -0.16916" homo_lumo_gap_ha="0.1723 / 0.2513" charge=-1 s_squared=2.02
Ti 0.06984 0.45475 0.01005 0.027 0.115 0.075
Cl 3.04648 6.73188 0.46900 0.005 -0.002 -0.003
C 1.86785 5.44903 0.46947 -0.023 0.049 0.023
C 2.25283 4.19472 0.00836 -0.022 -0.068 0.042
C 1.34083 3.15435 0.01396 -0.073 -0.033 -0.085
N 1.54759 1.84808 -0.49332 0.132 0.199 -0.083
C 2.36951 1.68308 -1.54474 -0.004 -0.115 -0.090
O 3.32287 2.35969 -1.91170 0.026 -0.017 0.015
C 1.89909 0.55609 -2.45074 0.107 0.167 -0.092
C 2.59115 0.25103 -3.61470 0.099 0.036 0.097
C 2.02647 -0.63482 -4.50975 -0.149 -0.078 0.021
C 0.78257 -1.18347 -4.21544 0.126 0.035 -0.068
C 0.17564 -0.84677 -3.02220 -0.070 0.029 0.159
N 0.72120 0.00986 -2.15167 -0.066 -0.159 -0.090
C 0.01754 3.35784 0.47451 -0.019 0.015 -0.118
C -0.35443 4.62499 0.91524 0.034 -0.061 0.027
C 0.57502 5.65618 0.91560 0.041 0.026 -0.001
Cl 0.06637 7.22350 1.48003 -0.005 0.002 0.003
N -0.79372 2.22600 0.47029 -0.057 0.053 0.227
C -1.80268 2.15120 1.45351 0.008 -0.076 -0.033
O -2.68526 2.99688 1.63030 -0.003 0.003 0.013
C -1.62783 0.97539 2.28024 0.039 0.039 0.023
C -2.45306 0.70315 3.39143 -0.065 -0.031 -0.035
C -2.12522 -0.29333 4.26209 0.027 -0.007 -0.019
C -0.93945 -1.05172 4.02162 0.002 0.004 -0.009
C -0.19613 -0.77091 2.91069 -0.012 -0.042 0.026
N -0.49288 0.20826 2.03241 -0.017 -0.039 -0.056
H 3.25825 4.03450 -0.34363 0.006 0.009 -0.008
H 3.53713 0.74402 -3.78791 -0.006 0.002 0.007
H 2.53235 -0.89000 -5.43229 0.014 0.012 0.002
H 0.29627 -1.86708 -4.89693 -0.027 -0.007 0.023
H -0.77261 -1.27119 -2.72185 0.004 -0.031 -0.056
H -1.36521 4.79700 1.25141 -0.003 0.002 -0.002
H -3.32681 1.32637 3.52919 0.004 0.007 -0.013
H -2.74741 -0.50311 5.12288 0.003 -0.004 0.004
H -0.63393 -1.84748 4.68646 0.006 -0.002 -0.006
H 0.68244 -1.35985 2.67010 -0.005 -0.009 0.019
C -1.10539 -4.46140 -0.10686 -0.003 -0.009 0.000
C 0.14955 -4.04446 -0.52674 0.005 0.000 -0.003
C 0.45825 -2.68764 -0.54814 0.002 0.006 0.022
C -0.44118 -1.69516 -0.13167 -0.088 -0.012 0.059
C -1.68802 -2.16349 0.31198 0.002 -0.018 -0.019
C -2.02838 -3.51119 0.31077 -0.003 0.011 -0.003
H -1.35885 -5.51505 -0.09685 0.000 0.000 0.001
H 0.88609 -4.77544 -0.84338 0.001 0.002 0.000
H 1.44648 -2.40539 -0.90992 0.000 0.002 0.003
H -2.42171 -1.45527 0.69119 0.000 -0.001 0.000
H -3.00937 -3.82284 0.65227 0.000 0.001 0.000

51
Properties=species:S:1:pos:R:3:forces:R:3 method="wB97M-V/def2-TZVPD" de_lowest_kcal_mol=161.61 multiplicity=4 homo_ha="-0.28879 / -0.29368" homo_lumo_gap_ha="0.2417 / 0.2463" charge=0 s_squared=3.78
Cr -0.50335 -1.05984 0.71987 0.014 0.475 0.466
C 3.92335 0.37695 -4.29268 0.126 -0.032 -0.016
O 3.28556 1.62254 -3.98997 0.175 0.166 -0.184
C 2.26767 1.58907 -3.16418 -1.886 -1.390 1.573
C 1.51578 2.73287 -2.91305 2.861 -0.838 -2.444
C -0.46251 2.41690 -1.82045 -2.892 -3.857 1.185
C -0.41663 1.28922 -0.96875 2.670 1.122 0.549
C -1.46094 1.28124 0.93473 0.113 0.590 0.150
C -2.60640 2.23623 1.14992 -0.116 -0.244 -0.019
O -1.35190 0.29865 1.81726 -0.090 -0.502 -0.480
C 0.69654 0.24999 -1.54075 0.031 0.207 -0.119
O 0.52024 -0.90239 -1.13877 -0.322 -0.089 0.070
C 1.80107 0.46742 -2.46890 0.137 -0.032 -0.092
H 4.69011 0.61708 -5.02124 0.001 0.011 0.009
H 3.20564 -0.32281 -4.71991 -0.009 0.022 -0.001
H 4.37742 -0.05152 -3.39967 0.001 0.027 0.009
H 0.58964 4.25332 -3.55929 1.820 1.281 -0.988
H -0.73452 3.76120 -3.21044 -0.590 -0.155 -0.711
H -2.73125 2.87840 0.27899 0.008 0.035 0.019
H -2.38300 2.84819 2.02316 -0.010 -0.002 0.018
H -3.51864 1.66721 1.32668 -0.005 0.024 0.000
H 2.31978 -0.46955 -2.62050 -0.027 0.034 0.038
Cl -2.22157 -7.34305 2.80241 -0.015 0.003 0.015
C -2.09471 -5.83686 1.94409 -0.026 -0.062 0.023
C -2.72551 -5.68661 0.74344 0.006 0.010 -0.013
C -2.63921 -4.47849 0.02296 0.040 0.115 -0.064
I -3.58162 -4.25897 -1.81435 -0.033 -0.060 0.048
C -1.89986 -3.41843 0.50262 0.028 0.044 0.073
O -1.75674 -2.25577 -0.08653 -0.072 -0.105 -0.071
C -1.21256 -3.61009 1.73767 -0.066 0.001 -0.113
N -0.43221 -2.55306 2.11319 -0.228 -0.276 0.248
C 0.21879 -2.61781 3.25508 0.033 0.064 -0.040
C 0.13805 -3.74300 4.08878 -0.008 -0.039 0.081
C -0.61255 -4.82381 3.71511 -0.007 0.032 -0.069
C -1.31355 -4.78924 2.49098 0.055 0.036 0.009
H -3.29443 -6.51002 0.33470 -0.026 0.010 0.012
H 0.83057 -1.76248 3.50547 -0.016 0.012 -0.008
H 0.68235 -3.73993 5.02211 0.008 0.000 -0.006
H -0.67681 -5.70312 4.34128 0.015 -0.006 -0.003
Cl 1.88763 6.57017 1.61710 -0.051 0.128 0.077
C 1.30033 5.31851 0.58066 -0.298 -0.289 -0.036
C 1.46051 3.96579 1.08763 0.141 0.481 -0.005
C 0.63753 2.96386 0.80515 -0.305 0.000 -0.148
Cl 1.51533 -0.28628 1.51608 0.329 -0.104 0.044
C -0.16644 2.02626 0.47930 0.088 -0.730 -0.057
O -1.53589 0.62728 -0.46087 0.236 -0.151 -0.106
C 0.50993 4.59291 -1.50778 -0.253 1.608 0.474
Cl 0.34925 3.45966 -2.44444 -2.149 3.462 -0.167
C 0.74135 5.64921 -0.63626 0.512 -1.121 0.594
H 2.29742 3.78647 1.75517 0.016 0.016 0.013
H 0.57099 6.67654 -0.93282 0.035 0.069 0.161

56
Properties=species:S:1:pos:R:3:forces:R:3 method="wB97M-V/def2-TZVPD" de_lowest_kcal_mol=0.00 homo_ha="-0.27764 / -0.27779" homo_lumo_gap_ha="0.1608 / 0.1318" charge=0
Pt 0.12686 -0.21312 0.15899 -0.185 -1.654 0.372
C 2.41094 -0.21538 4.09471 0.705 -0.501 0.103
C 1.26314 -0.23236 3.31442 -0.646 0.047 -0.616
N 1.22052 -0.85975 2.14594 -1.121 1.227 -1.077
C 2.29671 -1.51440 1.67692 0.866 -0.841 -0.813
C 3.51084 -1.55052 2.40876 -0.156 -0.025 -0.262
C 3.54336 -0.86871 3.64348 -0.603 0.232 -0.086
C 4.61864 -2.21679 1.84898 0.116 -0.240 -0.451
C 4.53082 -2.81462 0.60152 0.550 0.372 1.082
C 3.36558 -2.77282 -0.13342 -1.588 0.586 0.266
C 2.21621 -2.12260 0.37541 2.025 -0.723 0.847
N 1.09409 -1.89473 -0.33698 -1.054 0.651 0.007
C 0.74462 -2.53016 -1.48146 -0.161 -1.408 -0.726
C 1.05473 -3.88093 -1.77218 -0.375 1.625 0.929
C 0.73613 -4.42205 -2.99662 -0.509 0.273 -1.343
C 0.10677 -3.66501 -3.97619 0.284 -0.481 0.361
C -0.27988 -2.33554 -3.71758 0.184 0.081 0.164
C -0.90780 -1.50154 -4.66707 -0.138 0.788 0.536
C -1.27070 -0.20938 -4.30656 0.084 -1.082 -0.840
C -1.05602 0.21992 -3.01107 0.529 -0.170 1.509
N -0.45098 -0.55248 -2.10325 -0.064 1.235 0.910
C -0.01400 -1.78447 -2.43439 0.426 -0.584 -0.222
H 2.40583 0.31566 5.03323 -0.033 0.002 0.068
H 0.35390 0.26943 3.61792 -0.002 0.123 -0.040
H 4.45895 -0.84853 4.21515 0.087 0.014 0.054
H 5.55106 -2.21892 2.39040 0.091 -0.084 0.106
H 5.40209 -3.29336 0.17782 0.044 0.014 0.005
H 3.34887 -3.14959 -1.14316 0.014 -0.077 -0.002
H 1.49871 -4.48692 -1.00022 0.155 -0.031 0.049
H 0.99404 -5.44876 -3.20417 -0.034 -0.108 -0.022
H -0.12278 -4.09917 -4.93676 -0.032 -0.037 -0.093
H -1.09083 -1.87707 -5.66294 -0.030 0.005 -0.086
H -1.71873 0.46802 -5.01508 -0.123 0.004 -0.046
H -1.37757 1.19073 -2.66648 0.021 0.130 0.031
N 1.32391 2.59414 1.52492 0.415 0.004 0.402
C 2.18512 1.82528 0.80302 0.384 -0.268 -0.348
N 3.50481 1.91258 0.82541 -1.008 0.930 0.859
N 3.92468 1.00340 -0.03530 0.625 -0.605 -0.852
N 2.95339 0.37734 -0.57216 0.464 -1.067 -0.865
N 1.81306 0.85734 -0.07796 -0.682 0.886 0.840
C -0.01640 2.58743 1.26017 -1.227 -0.088 -0.550
N -0.87109 3.58008 1.46118 1.975 0.021 0.444
N -2.01956 3.13447 1.01431 -1.604 -0.019 -0.149
N -1.93140 1.94271 0.56797 -1.012 -0.561 -0.780
N -0.67164 1.54563 0.69010 1.108 0.806 0.838
H 1.71224 3.38982 2.01126 -0.082 -0.056 -0.104
N -2.88668 -2.14169 -0.74451 0.565 0.164 -0.719
C -2.66063 -1.80532 0.54031 -2.750 -1.297 0.501
O -1.61384 -1.24283 0.91822 2.659 1.423 0.200
C -3.67721 -2.17616 1.49673 1.535 0.633 -1.160
C -3.58050 -1.78340 2.82901 0.184 0.242 0.531
N -3.52102 -1.45232 3.92967 0.122 0.095 0.382
C -4.77512 -2.91913 1.08158 -0.386 -0.307 -0.238
N -5.65668 -3.54882 0.68795 -0.312 -0.199 -0.238
H -3.76777 -2.53008 -1.03668 -0.038 0.021 0.150
H -2.24224 -1.81927 -1.44921 -0.263 -0.118 0.182

61
Properties=species:S:1:pos:R:3:forces:R:3 method="wB97M-V/def2-TZVPD" de_lowest_kcal_mol=25.28 homo_ha=-0.22715 homo_lumo_gap_ha=0.2042 charge=-1
B 0.53877 0.35936 1.24991 3.742 1.568 -0.492
F 0.75980 -0.66007 2.20412 -0.933 0.537 -0.585
F -0.66323 0.51701 0.62201 -1.918 -0.950 -0.074
F 0.87979 1.65985 1.71488 -0.358 -0.535 0.919
F 1.52441 0.19616 0.17332 -0.257 -0.809 0.221
C -0.12078 -6.40407 5.46472 -4.377 2.307 -4.501
C -1.29499 -6.24243 4.45621 5.042 -2.943 5.331
C -1.50908 -4.97479 3.79617 -3.366 -0.524 0.496
O -2.57328 -4.93037 3.15954 0.964 0.344 -0.293
C -0.63440 -3.91530 4.03550 5.626 -0.688 2.872
C 0.58866 -4.13501 4.91055 -1.620 4.517 -7.111
C 0.78152 -5.25398 5.77343 -0.740 -3.677 1.306
O 1.62678 -5.37823 6.64516 -0.196 0.779 -0.507
O 1.77918 -3.46191 4.57292 -2.335 0.376 0.543
O -2.15489 -7.25104 4.27591 2.897 -0.498 1.758
H 0.08317 -7.29764 5.98181 -0.157 -0.963 0.513
H -0.55107 -3.38278 3.11890 0.370 1.573 -0.105
H 1.65802 -2.66640 3.94820 -0.329 -1.733 1.146
H -2.92051 -7.00879 3.81932 -1.849 1.314 -1.580
C -5.58635 -1.62805 0.59649 5.731 1.922 -0.420
C -4.27860 -1.00354 0.28854 -1.556 -2.716 4.961
C -4.06855 -0.13961 -0.85648 3.551 2.346 -3.040
O -2.91530 0.41550 -1.07760 -3.607 -2.234 1.601
C -5.09404 -0.00369 -1.82271 -7.470 -2.355 1.477
C -6.48528 -0.57640 -1.43024 3.360 2.850 -4.750
C -6.62986 -1.49908 -0.36874 1.144 -1.532 3.476
O -7.59181 -2.21459 -0.20329 -2.011 -0.290 -1.039
O -7.60397 -0.42445 -2.20050 7.596 5.323 -1.319
O -3.13330 -1.08903 1.10214 -1.100 2.077 -4.661
H -5.73578 -2.30543 1.45319 0.263 0.550 -0.622
H -5.08938 0.46421 -2.78202 0.565 0.521 -0.144
H -8.27985 -0.95174 -2.07198 -5.045 -4.712 1.983
H -2.46975 -0.47459 0.42217 -1.382 -1.701 2.470
C 6.98614 2.78534 -1.69515 -3.976 5.753 0.169
C 6.00166 3.91794 -1.56882 5.881 -3.698 -0.135
C 4.58505 3.60381 -1.32941 -2.141 -1.199 -0.634
O 3.70308 4.44808 -1.51378 1.248 -0.256 0.394
C 4.23701 2.16133 -1.09175 9.395 -1.677 -1.247
C 5.35656 1.07234 -1.11605 -6.607 2.704 -0.201
C 6.69377 1.39314 -1.62671 -0.631 -0.337 0.522
O 7.42736 0.48590 -1.92984 0.951 -0.274 -0.351
O 5.02213 -0.24520 -0.96768 -2.761 2.640 1.575
O 6.50882 5.21093 -1.69420 -3.846 -1.324 -0.968
H 7.90089 3.14399 -2.04920 1.553 0.066 -0.321
H 3.37187 1.94687 -0.67349 -4.324 -1.092 1.560
H 4.02673 -0.14315 -0.57813 2.986 -0.947 -1.268
H 5.65235 5.67717 -2.02617 1.884 -0.364 0.982
C -0.23649 4.71156 -3.55777 4.104 -6.681 -1.463
C 0.63156 3.62629 -4.23014 -4.517 9.930 0.369
C 0.71061 2.40918 -3.59618 0.315 -7.582 0.466
O 1.27916 1.40021 -4.12223 0.422 2.291 -0.716
C -0.01444 2.00416 -2.43200 -3.131 7.476 2.889
C -0.72733 3.13534 -1.67962 2.751 -7.335 0.211
C -0.77921 4.44420 -2.25039 -1.289 3.638 0.636
O -1.30759 5.39089 -1.61541 0.854 -1.760 -1.055
O -1.21714 3.00667 -0.44186 -0.186 0.513 -1.062
O 1.10972 4.00583 -5.44730 0.686 -2.521 0.507
H -0.25026 5.71040 -3.78832 -0.010 2.059 -1.285
H 0.11704 1.03800 -2.05922 0.099 -1.180 0.599
H -1.13426 2.12384 -0.01285 0.435 0.153 -0.691
H 1.50914 3.19587 -5.87792 -0.389 0.960 0.690

57
Properties=species:S:1:pos:R:3:forces:R:3 method="wB97M-V/def2-TZVPD" de_lowest_kcal_mol=0.00 multiplicity=6 homo_ha="-0.41709 / -0.46283" homo_lumo_gap_ha="0.2626 / 0.2393" charge=+1 s_squared=8.79
Ir 0.71708 0.59687 -0.16321 -0.048 -0.150 0.420
F -3.60741 -1.23508 5.13012 0.047 0.002 -0.030
C -2.49830 -1.08995 4.43925 0.086 0.004 -0.029
C -2.44758 -0.14304 3.41370 0.082 -0.024 -0.002
F -3.51240 0.60120 3.15549 0.023 -0.005 -0.005
C -1.28655 0.00661 2.69207 -0.006 0.026 0.026
F -1.25312 0.95151 1.73947 -0.057 -0.144 0.079
C -0.14004 -0.77032 2.95159 -0.207 -0.097 0.069
S 1.29186 -0.68403 2.04450 0.129 0.174 -0.006
C -0.22569 -1.70563 4.00727 -0.105 0.061 -0.026
F 0.81806 -2.45677 4.29207 0.004 -0.015 0.019
C -1.38473 -1.86937 4.74103 -0.027 0.113 -0.121
F -1.45064 -2.75558 5.71782 0.007 -0.021 0.014
O 2.51210 -0.12399 -1.61789 0.195 -0.200 -0.514
N 2.37706 -1.05698 -2.39656 0.085 -0.155 0.392
C 2.76501 -2.28172 -2.26960 -0.084 0.405 0.002
C 3.49095 -2.67140 -1.09905 0.012 -0.029 -0.018
N 4.09962 -2.92279 -0.16082 0.042 -0.030 0.140
C 2.47110 -3.21060 -3.31156 -0.050 -0.016 -0.067
N 2.22253 -3.97542 -4.12812 -0.026 -0.073 -0.073
C -3.63233 -1.57048 0.01033 -0.056 -0.015 0.043
C -3.54920 -1.32035 -1.48607 -0.017 0.032 -0.155
C -2.18130 -1.66663 -2.13002 -0.006 -0.039 0.062
C -2.22231 -1.37452 -3.63808 -0.011 -0.051 -0.009
C -0.90066 -1.65829 -4.33512 0.024 0.012 -0.032
C -1.92713 -3.15219 -1.89737 -0.020 0.087 -0.081
O -2.55038 -4.00689 -2.46596 -0.065 -0.048 0.004
N -0.96799 -3.48845 -0.95108 0.135 -0.095 0.211
C -0.15556 -2.61970 -0.24601 -0.073 0.067 -0.099
O 0.59175 -3.00016 0.63078 0.050 -0.147 -0.023
N -0.22665 -1.29844 -0.62147 0.135 0.097 -0.162
C -1.13194 -0.82768 -1.47169 -0.067 0.201 -0.082
O -1.05041 0.41447 -1.64874 -0.155 0.039 0.109
H -4.63291 -1.33711 0.37062 -0.007 0.009 0.024
H -2.93307 -0.93744 0.55930 0.055 0.032 0.037
H -3.42920 -2.61223 0.26483 -0.004 -0.016 0.000
H -3.74537 -0.27010 -1.70818 -0.014 -0.004 0.011
H -4.29645 -1.91402 -2.01470 0.016 -0.013 0.016
H -2.51084 -0.33136 -3.76873 0.002 0.009 0.011
H -3.01278 -1.99587 -4.05943 0.006 0.002 0.006
H -0.10586 -1.00868 -3.95901 0.029 0.009 0.014
H -0.98110 -1.47813 -5.40510 -0.010 0.017 -0.027
H -0.59683 -2.69800 -4.20834 0.023 -0.049 0.009
H -0.88295 -4.47012 -0.71503 -0.008 0.038 -0.043
N 1.61222 2.39488 0.30435 0.033 0.140 -0.063
C 2.13454 3.37641 0.59396 -0.146 -0.208 -0.088
C 2.77245 4.59888 0.94822 0.019 -0.017 0.029
C 3.51969 4.65872 2.12613 0.016 0.086 -0.013
C 4.13331 5.85098 2.46318 -0.017 -0.026 -0.011
C 3.99757 6.95925 1.63650 -0.011 -0.018 -0.006
C 3.25280 6.88891 0.46583 -0.005 -0.011 -0.002
C 2.63324 5.70559 0.10948 0.046 0.047 0.044
H 3.61543 3.78779 2.75851 -0.005 -0.030 0.010
H 4.71692 5.91688 3.37010 0.008 0.003 0.013
H 4.47767 7.88860 1.90792 0.019 0.031 0.006
H 3.15563 7.75713 -0.16964 -0.001 0.020 -0.010
H 2.05108 5.63488 -0.79785 -0.021 -0.012 -0.025